Computed, not measured: C45H61GeN7Pd as an isolated structure in a non-equilibrium geometry, with wB97M-V/def2-TZVPD.

```
115
Properties=species:S:1:pos:R:3
Pd 0.592 -0.245 0.397
C 1.832 3.461 -2.218
N 1.006 2.273 -2.085
C 1.718 1.021 -2.113
C -0.242 2.343 -1.588
N -0.729 1.299 -0.896
C -2.068 1.137 -0.709
C -3.040 1.673 -1.582
C -4.344 1.825 -1.183
C -4.723 1.464 0.122
C -3.848 0.774 0.918
C -2.557 0.429 0.457
N -1.771 -0.493 1.060
C -2.174 -1.447 1.911
N -3.405 -1.986 1.961
C -3.915 -2.618 3.163
C -4.348 -2.035 0.869
N -1.251 -1.926 2.788
C -1.041 -3.350 2.973
C -0.121 -1.117 3.158
N -0.919 3.511 -1.758
C -1.721 4.122 -0.724
C -0.925 4.235 -3.016
H 2.855 3.150 -2.403
H 1.804 4.047 -1.299
H 1.523 4.093 -3.046
H 2.410 1.021 -2.955
H 1.011 0.197 -2.242
H 2.301 0.888 -1.182
H -2.734 2.013 -2.559
H -5.066 2.273 -1.847
H -5.718 1.687 0.472
H -4.143 0.448 1.902
H -3.243 -2.484 4.005
H -4.105 -3.682 3.014
H -4.870 -2.151 3.416
H -3.927 -1.628 -0.045
H -5.257 -1.484 1.114
H -4.628 -3.077 0.707
H -1.874 -3.931 2.598
H -0.889 -3.579 4.028
H -0.148 -3.654 2.417
H -0.437 -0.090 3.354
H 0.668 -1.116 2.356
H 0.322 -1.525 4.067
H -1.544 3.620 0.224
H -2.789 4.097 -0.957
H -1.422 5.167 -0.628
H -0.502 3.631 -3.816
H -0.398 5.189 -2.947
H -1.963 4.459 -3.275
C -2.049 3.138 3.088
C -0.551 3.111 3.036
C 0.190 3.968 3.859
C 1.587 3.940 3.868
C 2.345 4.889 4.734
C 2.251 3.012 3.090
C 1.544 2.073 2.284
C 0.123 2.218 2.236
N 2.069 1.044 1.621
C 3.434 0.573 1.761
C 4.444 1.556 1.134
C 3.806 0.276 3.233
C 3.534 -0.767 1.014
H -2.403 4.050 3.560
H -2.400 2.297 3.687
H -2.501 3.059 2.101
H -0.328 4.677 4.488
H 1.690 5.666 5.116
H 3.163 5.355 4.190
H 2.769 4.355 5.584
H 3.326 3.020 3.096
H -0.426 1.552 1.575
H 4.678 2.378 1.799
H 4.064 1.967 0.201
H 5.372 1.029 0.931
H 3.567 1.098 3.897
H 4.874 0.088 3.294
H 3.280 -0.607 3.592
H 3.325 -0.654 -0.055
H 2.837 -1.480 1.459
H 4.533 -1.183 1.114
C 2.105 -3.787 0.390
Ge 0.935 -2.499 -0.631
C -0.539 -3.732 -1.275
C -0.243 -5.016 -1.700
C -1.272 -5.884 -2.027
C -2.586 -5.448 -1.988
C -2.878 -4.145 -1.615
C -1.850 -3.284 -1.271
C 1.780 -2.454 -2.495
C 3.059 -2.954 -2.584
C 3.866 -2.647 -3.684
C 3.347 -1.928 -4.735
C 2.008 -1.492 -4.729
C 1.453 -0.751 -5.794
C 0.132 -0.377 -5.792
C -0.687 -0.721 -4.713
C -0.167 -1.417 -3.648
C 1.184 -1.803 -3.600
H 2.100 -4.737 -0.133
H 1.732 -3.966 1.396
H 3.133 -3.451 0.480
H 0.777 -5.360 -1.774
H -1.042 -6.896 -2.325
H -3.385 -6.121 -2.258
H -3.899 -3.790 -1.609
H -2.061 -2.261 -0.982
H 3.484 -3.533 -1.778
H 4.895 -2.982 -3.689
H 3.965 -1.728 -5.598
H 2.092 -0.468 -6.617
H -0.280 0.178 -6.618
H -1.731 -0.444 -4.720
H -0.817 -1.729 -2.843
```

**<S²>**: 0.810
**Charge**: +3
**Total energy**: -118053.212 eV
**Maximum force**: 3.783 eV/Å
**Orbital gap (alpha / beta)**: 3.037 / 3.023 eV
**Spin multiplicity**: 2
**HOMO (alpha / beta)**: -14.539 / -14.538 eV



Computed, not measured: a 2-piece molecular cluster, C2H7O2 overall in a non-equilibrium geometry, with wB97M-V/def2-TZVPD.

```
11
Properties=species:S:1:pos:R:3
O -1.169 1.855 0.297
H 0.018 0.920 -0.424
H -1.072 2.309 1.132
H -2.033 2.056 0.009
O 0.375 0.389 -1.324
C 0.908 -0.668 -0.905
C 0.416 -1.235 0.401
H 1.726 -1.116 -1.504
H 0.729 -2.302 0.440
H -0.685 -1.234 0.473
H 0.785 -0.975 1.403
```

**Charge**: +1
**Total energy**: -6274.055 eV
**Maximum force**: 2.689 eV/Å
**Orbital gap**: 11.365 eV
**Relative energy (zero: lowest compared OMol25 entry of this formula, charge and spin)**: 21.02 kcal/mol
**HOMO**: -17.219 eV



Question: What is the maximum force in the first record?
Answer: 3.783 eV/Å